## a
The following is a DFT calculation (ωB97M-V/def2-TZVPD) of a 2-piece molecular cluster, C6H12N2O overall.

Calculated values
**Orbital gap**: 8.431 eV
**HOMO level**: -7.9 eV

Element x y z (Å)
C  -1.685  2.563  1.364
C  -1.238  1.871  0.157
C  0.074  1.452  -0.009
N  0.011  0.420  -0.928
C  -1.300  0.265  -1.240
N  -2.093  1.138  -0.673
H  -2.640  3.091  1.198
H  -0.943  3.325  1.675
H  -1.999  1.987  2.264
H  0.924  1.880  0.500
H  0.722  -0.352  -1.063
H  -1.553  -0.610  -1.833
C  2.026  -2.796  1.331
C  1.994  -1.719  0.330
O  1.096  -1.896  -0.804
H  1.313  -2.693  2.146
H  3.077  -3.022  1.574
H  1.776  -3.804  0.946
H  1.737  -0.744  0.748
H  2.925  -1.454  -0.258
H  1.160  -2.709  -1.327

***

## b
The following is a DFT calculation (ωB97M-V/def2-TZVPD) of a 2-piece molecular cluster, C6H12N2O overall.

Calculated values
**Orbital gap**: 10.070 eV
**HOMO level**: -9.2 eV

Element x y z (Å)
C  -1.923  -1.586  0.009
C  -1.317  -0.423  0.220
C  -0.625  -0.088  1.507
N  0.446  0.902  1.447
C  0.460  2.077  0.707
N  0.097  1.946  -0.604
O  0.930  3.098  1.177
H  -1.774  -2.432  0.660
H  -2.523  -1.756  -0.871
H  -1.498  0.430  -0.437
H  -1.403  0.267  2.203
H  -0.199  -0.999  1.940
H  0.827  1.087  2.370
H  0.270  2.776  -1.151
H  0.451  0.993  -1.072
C  0.903  -1.548  -1.143
C  1.573  -0.445  -1.511
H  0.285  -2.090  -1.839
H  1.067  -2.005  -0.184
H  1.594  -0.138  -2.549
H  2.361  -0.064  -0.879

***

Most favorable first, least favorable last: a, b

***

## a
The following is a DFT calculation (ωB97M-V/def2-TZVPD) of a 2-piece molecular cluster, C6H12N2O overall.

Calculated values
**Orbital gap**: 8.116 eV
**HOMO level**: -7.5 eV

Element x y z (Å)
C  0.826  -1.151  0.776
C  0.311  -1.565  -0.371
C  -0.507  1.942  1.137
C  -0.998  -2.289  -0.452
C  1.001  -1.351  -1.685
C  0.122  2.649  -0.026
N  -2.648  0.895  0.843
N  -1.629  1.380  1.023
O  0.183  1.799  2.334
H  0.328  -1.313  1.715
H  1.763  -0.621  0.820
H  -1.390  -2.506  0.537
H  -0.885  -3.223  -1.002
H  -1.726  -1.678  -0.985
H  1.849  -0.678  -1.584
H  0.308  -0.942  -2.419
H  1.367  -2.304  -2.070
H  0.766  3.449  0.337
H  -0.643  3.082  -0.666
H  0.726  1.963  -0.624
H  0.879  2.462  2.361

***

## b
The following is a DFT calculation (ωB97M-V/def2-TZVPD) of a single C6H12N2O molecule.

Calculated values
**Orbital gap**: 9.728 eV
**HOMO level**: -8.8 eV

Element x y z (Å)
H  3.686  -0.085  -0.615
N  2.978  -0.121  -1.482
C  2.153  -0.596  -0.745
O  2.533  -0.777  0.865
C  1.263  -1.057  0.334
C  0.075  -0.180  0.739
C  0.449  1.303  0.818
N  -1.070  -0.518  -0.106
C  -1.023  0.030  -1.452
C  -2.350  -0.255  0.528
H  0.977  -2.106  0.213
H  -0.169  -0.528  1.749
H  -0.398  1.888  1.173
H  0.753  1.690  -0.154
H  1.275  1.429  1.515
H  -1.780  -0.469  -2.059
H  -1.217  1.113  -1.490
H  -0.052  -0.159  -1.908
H  -2.383  -0.744  1.501
H  -2.557  0.818  0.667
H  -3.144  -0.675  -0.091

***

## c
The following is a DFT calculation (ωB97M-V/def2-TZVPD) of a single C6H12N2O molecule.

Calculated values
**Orbital gap (alpha / beta)**: 7.925 / 7.329 eV
**HOMO level (alpha / beta)**: -7.5 / -6.9 eV

Element x y z (Å)
C  -0.065  0.036  0.450
C  -1.633  -0.829  -1.206
C  0.129  0.862  -1.854
C  -1.801  1.531  -0.324
C  2.601  -1.028  2.504
C  -0.822  0.429  -0.735
N  1.006  -0.252  0.914
N  1.379  -1.149  1.761
O  0.887  -2.283  1.508
H  -2.144  -0.465  -2.129
H  -0.951  -1.579  -1.398
H  -2.433  -0.924  -0.509
H  0.232  1.938  -2.034
H  1.196  0.546  -1.724
H  -0.086  0.381  -2.769
H  -2.436  1.818  -1.139
H  -2.642  1.276  0.489
H  -1.242  2.427  0.055
H  3.280  -0.328  1.989
H  2.365  -0.516  3.462
H  3.180  -1.891  2.688

***

Most favorable first, least favorable last: a, b, c

***

## a
The following is a DFT calculation (ωB97M-V/def2-TZVPD) of a 2-piece molecular cluster, C6H12N2O overall.

Calculated values
**Orbital gap**: 8.186 eV
**HOMO level**: -7.6 eV

Element x y z (Å)
C  -0.247  0.193  -0.938
C  2.001  -0.847  0.727
C  -1.643  0.766  -1.079
C  0.748  1.260  -1.366
C  1.131  0.216  1.234
N  -1.612  -1.144  1.205
C  0.654  -1.208  1.310
N  -0.487  -1.243  0.447
O  1.000  1.216  1.908
H  -0.125  -0.653  -1.612
H  -2.395  -1.712  0.906
H  -1.643  -0.432  1.933
H  2.204  -1.001  -0.324
H  2.845  -1.061  1.376
H  0.619  -1.738  2.258
H  -1.784  1.593  -0.377
H  -1.843  1.095  -2.107
H  -2.439  0.030  -0.931
H  0.568  1.563  -2.407
H  0.656  2.165  -0.760
H  1.792  0.942  -1.401

***

## b
The following is a DFT calculation (ωB97M-V/def2-TZVPD) of a single C6H12N2O molecule.

Calculated values
**Orbital gap**: 9.878 eV
**HOMO level**: -9.2 eV

Element x y z (Å)
C  -0.885  1.153  1.356
C  -0.648  0.743  -0.146
C  -1.948  0.508  -0.980
C  0.152  -0.526  -0.313
N  -0.486  -1.707  0.130
C  1.760  -0.478  0.307
O  2.469  -1.670  -0.165
C  2.250  0.754  -0.153
N  2.721  1.709  -0.629
H  -0.340  2.068  1.492
H  -0.390  0.386  1.921
H  -1.895  1.192  1.481
H  -0.301  1.541  -0.709
H  -2.774  -0.048  -0.553
H  -1.696  0.031  -1.868
H  -2.295  1.384  -1.344
H  0.416  -0.645  -1.343
H  -0.108  -2.623  -0.174
H  -0.569  -1.657  1.177
H  1.627  -0.702  1.453
H  2.939  -1.411  -0.938

***

Most favorable first, least favorable last: b, a

***

## a
The following is a DFT calculation (ωB97M-V/def2-TZVPD) of a single C6H12N2O molecule.

Calculated values
**Orbital gap (alpha / beta)**: 6.523 / 7.136 eV
**HOMO level (alpha / beta)**: -6.0 / -6.5 eV

Element x y z (Å)
C  1.114  1.186  0.957
C  -1.658  -1.074  -0.635
C  -0.480  1.806  -0.891
C  1.261  -0.168  -0.694
C  -0.805  -0.363  0.357
C  0.059  0.751  0.057
N  1.672  -1.393  -0.182
N  -0.769  -0.860  1.626
O  1.665  0.213  -1.778
H  2.669  -1.543  -0.261
H  1.414  -1.794  0.704
H  -0.369  -0.266  2.346
H  -1.380  -1.620  1.880
H  1.590  2.135  0.776
H  1.445  0.610  1.807
H  -1.720  -0.546  -1.582
H  -2.670  -1.218  -0.247
H  -1.217  -2.060  -0.841
H  0.355  2.376  -1.296
H  -1.183  2.442  -0.352
H  -0.993  1.383  -1.752

***

## b
The following is a DFT calculation (ωB97M-V/def2-TZVPD) of a 2-piece molecular cluster, C6H12N2O overall.

Calculated values
**Orbital gap**: 8.474 eV
**HOMO level**: -7.6 eV

Element x y z (Å)
C  -1.023  -0.301  -0.158
C  -1.034  0.042  -1.648
N  -1.309  -1.717  0.005
C  -0.336  0.401  1.868
C  -0.986  1.060  2.700
H  -1.880  0.239  0.245
H  -0.498  -2.296  -0.184
H  -1.637  -1.924  0.942
H  -1.916  -0.385  -2.138
H  -1.082  1.125  -1.784
H  -0.152  -0.326  -2.180
H  -1.919  1.587  2.775
C  1.396  1.362  -0.238
C  1.005  -0.018  0.230
N  1.744  -1.050  -0.307
O  0.883  -0.165  1.604
H  2.539  -0.840  -0.892
H  1.682  -1.930  0.184
H  2.388  1.610  0.163
H  1.441  1.421  -1.326
H  0.695  2.106  0.138

***

Most favorable first, least favorable last: a, b

***

## a
The following is a DFT calculation (ωB97M-V/def2-TZVPD) of an isolated ion of composition C6H11N and charge +1.

Calculated values
**<S²>**: 0.772
**Charge**: +1
**Orbital gap (alpha / beta)**: 9.757 / 6.359 eV
**HOMO level (alpha / beta)**: -13.4 / -13.4 eV
**Spin multiplicity**: 2

Element x y z (Å)
C  2.401  -1.583  -1.716
C  1.469  -0.993  -0.885
N  1.447  0.328  -0.712
C  0.418  1.040  0.063
C  -3.018  0.181  1.575
C  -1.860  0.835  0.901
C  -0.709  0.229  0.605
H  3.186  -0.994  -2.174
H  2.174  -2.598  -2.009
H  0.613  -1.509  -0.471
H  2.376  0.744  -0.659
H  0.957  1.570  0.853
H  0.029  1.804  -0.608
H  -3.550  -0.499  0.898
H  -2.847  -0.335  2.520
H  -3.770  0.952  1.768
H  -2.032  1.793  0.427
H  -0.593  -0.765  1.022

***

## b
The following is a DFT calculation (ωB97M-V/def2-TZVPD) of an isolated ion of composition C6H11N and charge +1.

Calculated values
**<S²>**: 0.759
**Charge**: +1
**Orbital gap (alpha / beta)**: 7.064 / 7.011 eV
**HOMO level (alpha / beta)**: -14.8 / -14.6 eV
**Spin multiplicity**: 2

Element x y z (Å)
C  1.403  1.303  1.051
N  0.320  1.232  0.088
C  -0.396  -0.006  0.344
C  0.022  -1.666  0.235
C  -0.523  -0.962  -0.931
C  0.371  -0.684  -2.102
C  -1.642  0.302  1.126
H  1.932  0.259  1.182
H  2.201  2.040  0.717
H  1.270  1.726  2.059
H  -0.199  -1.116  -2.981
H  1.041  -1.859  0.535
H  -1.646  -0.982  -1.095
H  1.331  -1.185  -1.907
H  0.735  0.378  -2.282
H  -2.637  -0.204  0.699
H  -1.941  1.430  1.025
H  -1.643  -0.007  2.236

***

Most favorable first, least favorable last: a, b

***

## a
The following is a DFT calculation (ωB97M-V/def2-TZVPD) of a 2-piece molecular cluster, C4H12NOS overall.

Calculated values
**Charge**: -1
**Orbital gap**: 5.676 eV
**HOMO level**: -2.3 eV

Element x y z (Å)
C  -0.832  -0.633  -1.414
N  0.032  -0.297  -0.203
C  1.080  0.709  -0.440
C  1.929  0.492  0.734
S  3.649  0.577  0.712
C  -1.788  -1.675  -0.898
H  -1.356  0.195  -1.853
H  -0.187  -1.020  -2.218
H  0.460  -1.116  0.124
H  0.511  1.619  -0.640
H  1.745  0.458  -1.306
H  1.756  -0.392  1.274
H  1.554  1.365  1.339
H  -2.383  -1.299  -0.086
H  -2.547  -1.812  -1.718
H  -1.470  -2.691  -0.707
H  -0.296  2.422  2.824
H  -0.818  1.286  1.826
O  -1.039  1.815  2.650

***

## b
The following is a DFT calculation (ωB97M-V/def2-TZVPD) of a 3-piece molecular cluster, C4H12NOS overall.

Calculated values
**Charge**: -1
**Orbital gap**: 4.273 eV
**HOMO level**: -3.3 eV

Element x y z (Å)
C  0.635  -0.676  -0.552
C  2.197  -0.827  -0.580
S  3.130  -0.722  1.014
C  0.369  0.536  0.329
N  -1.047  0.877  0.027
C  -1.805  1.027  1.320
H  0.020  -1.541  -0.194
H  0.196  -0.480  -1.511
H  2.581  -1.592  -1.229
H  2.507  0.156  -1.042
H  1.039  1.319  -0.024
H  0.507  0.266  1.448
H  2.764  0.879  -1.647
H  -1.787  0.141  2.016
H  -1.569  2.066  1.767
H  -2.872  1.184  1.052
H  -2.959  -1.320  -1.239
H  -1.592  -0.044  -0.431
O  -2.313  -1.248  -0.524

***

Most favorable first, least favorable last: a, b

***

## a
The following is a DFT calculation (ωB97M-V/def2-TZVPD) of a 2-piece molecular cluster, C4H12NOS overall.

Calculated values
**Charge**: -1
**Orbital gap**: 6.572 eV
**HOMO level**: -2.7 eV

Element x y z (Å)
C  -2.415  1.347  -1.070
N  -2.215  0.405  0.035
C  -0.728  0.159  0.206
C  -0.325  -1.194  -0.342
S  1.489  -1.349  -0.506
C  -0.339  0.257  1.682
H  -1.934  2.312  -0.837
H  -1.800  0.967  -1.883
H  -3.466  1.506  -1.294
H  -2.456  0.771  0.946
H  -0.190  0.991  -0.267
H  -0.611  -1.914  0.433
H  -0.734  -1.577  -1.278
H  -0.704  1.141  2.227
H  0.739  0.381  1.775
H  -0.704  -0.624  2.212
H  3.514  0.958  0.723
H  2.296  0.358  -0.069
O  2.749  1.226  0.250

***

## b
The following is a DFT calculation (ωB97M-V/def2-TZVPD) of a 2-piece molecular cluster, C4H12NOS overall.

Calculated values
**Charge**: -1
**Orbital gap**: 5.901 eV
**HOMO level**: -2.3 eV

Element x y z (Å)
C  -0.540  0.831  -0.285
C  -0.458  2.304  0.060
S  0.086  2.922  1.756
C  0.888  0.344  -0.440
N  0.925  -1.028  -0.295
C  0.903  -1.318  1.235
H  -1.022  0.820  -1.308
H  -1.179  0.186  0.286
H  0.063  3.062  -0.603
H  -1.612  2.647  -0.005
H  1.541  0.981  0.156
H  1.279  0.659  -1.414
H  1.758  -1.450  -0.690
H  -0.025  -0.987  1.644
H  0.864  -2.428  1.540
H  1.865  -0.951  1.769
H  -1.090  -1.939  -1.478
H  -2.385  -2.118  -0.659
O  -1.860  -2.537  -1.269

***

Most favorable first, least favorable last: a, b

***

## a
The following is a DFT calculation (ωB97M-V/def2-TZVPD) of a single C19H24N4O3 molecule.

Calculated values
**Orbital gap**: 8.786 eV
**HOMO level**: -8.2 eV

Element x y z (Å)
H  -7.501  2.749  3.816
N  -8.129  3.423  3.394
C  -7.960  3.492  2.146
N  -8.652  4.303  1.273
C  -8.196  4.102  -0.013
C  -7.224  3.189  0.051
C  -6.474  2.608  -1.078
O  -6.842  2.871  -2.216
N  -5.419  1.802  -0.833
C  -4.683  1.614  0.425
C  -3.279  1.227  -0.039
C  -2.424  2.463  -0.311
C  -3.599  0.410  -1.299
N  -2.463  0.166  -2.157
C  -2.269  -1.045  -2.747
O  -3.113  -1.923  -2.745
C  -0.898  -1.247  -3.360
C  -0.010  -2.056  -2.392
C  -0.031  -1.478  -1.000
C  -0.841  -2.028  -0.013
C  -0.901  -1.443  1.244
C  -0.166  -0.301  1.523
C  0.649  0.271  0.549
C  1.434  1.523  0.836
C  0.707  -0.335  -0.702
C  -4.723  1.201  -1.969
O  -7.063  2.792  1.379
H  -9.381  4.916  1.586
H  -8.584  4.602  -0.881
H  -4.681  2.523  1.021
H  -5.136  0.819  1.023
H  -2.780  0.602  0.702
H  -2.868  3.100  -1.079
H  -2.324  3.056  0.599
H  -1.412  2.196  -0.624
H  -3.987  -0.566  -0.999
H  -1.657  0.760  -2.057
H  -0.430  -0.283  -3.574
H  -1.018  -1.788  -4.297
H  1.009  -2.082  -2.784
H  -0.378  -3.082  -2.364
H  -1.427  -2.912  -0.234
H  -1.526  -1.882  2.012
H  -0.214  0.148  2.508
H  2.364  1.545  0.269
H  0.862  2.414  0.564
H  1.675  1.603  1.895
H  1.353  0.091  -1.466
H  -4.333  1.974  -2.635
H  -5.393  0.569  -2.551

***

## b
The following is a DFT calculation (ωB97M-V/def2-TZVPD) of a single C19H24N4O3 molecule.

Calculated values
**Orbital gap**: 8.543 eV
**HOMO level**: -8.2 eV

Element x y z (Å)
C  0.326  -0.044  6.230
C  -0.233  -0.125  4.882
C  -0.692  -0.191  3.777
C  -1.229  -0.268  2.419
C  -0.584  -1.417  1.629
N  0.847  -1.231  1.479
C  1.365  -0.272  0.693
O  0.666  0.527  0.062
C  2.828  -0.235  0.630
N  3.625  -1.088  1.340
C  4.857  -0.786  1.039
N  4.911  0.249  0.142
C  5.991  0.875  -0.440
C  5.774  1.880  -1.310
C  4.439  2.289  -1.627
C  3.374  1.677  -1.056
C  3.602  0.618  -0.136
C  -1.196  -1.715  0.247
O  -0.865  -2.729  -0.339
N  -2.106  -0.836  -0.234
C  -2.520  -0.885  -1.636
C  -1.362  -0.426  -2.524
O  -0.981  0.909  -2.241
C  -3.776  -0.037  -1.791
C  -4.373  -0.059  -3.193
C  -5.705  0.680  -3.255
H  0.169  -0.976  6.772
H  1.397  0.152  6.192
H  -0.146  0.760  6.795
H  -2.309  -0.427  2.458
H  -1.043  0.678  1.905
H  -0.715  -2.340  2.194
H  1.494  -1.853  1.936
H  5.747  -1.260  1.420
H  6.967  0.511  -0.155
H  6.621  2.371  -1.767
H  4.288  3.095  -2.331
H  2.354  1.955  -1.270
H  -2.113  0.082  0.181
H  -2.739  -1.928  -1.871
H  -0.523  -1.113  -2.388
H  -1.661  -0.468  -3.572
H  -0.383  0.883  -1.478
H  -4.521  -0.396  -1.074
H  -3.539  0.997  -1.519
H  -3.675  0.397  -3.899
H  -4.511  -1.096  -3.515
H  -6.121  0.671  -4.263
H  -6.437  0.224  -2.586
H  -5.584  1.722  -2.953

***

Most favorable first, least favorable last: a, b